[1]
Below is one molecule with the formula C6H8N2 at a distorted geometry, with properties calculated with wB97M-V/def2-TZVPD.

The geometry in XYZ format:
```
16
C6H8N2 (wB97M-V/def2-TZVPD)
C 0.122 -0.059 -2.230
C 1.344 0.560 -2.102
N 1.285 1.166 -0.716
C 0.360 0.493 0.061
N 0.350 0.374 1.414
C -0.184 -0.907 1.839
C -1.073 0.176 1.926
C -0.345 -0.234 -0.946
H -0.461 -0.564 -3.105
H 2.237 0.656 -2.914
H 2.472 1.014 -0.372
H -0.664 -1.463 1.171
H -0.211 -1.490 2.986
H -1.710 0.703 2.836
H -1.909 0.027 1.151
H -1.612 -0.453 -1.000
```

Calculated values
**DFT total energy**: -342.6701 Ha
**Charge**: 0
**F_max**: 0.156 Eh/bohr
**SMILES**: c1c[nH]c(N2CC2)c1
**Energy above the lowest of the compared OMol25 structures with the same formula, charge and spin**: 692.72 kJ/mol
**Frontier orbital gap**: 8.7992 eV
**LUMO**: 0.993 eV
**2S+1**: 1

[2]
Below is C17H19N2O10SScTe as an isolated structure at a distorted geometry, with properties calculated with wB97M-V/def2-TZVPD.

The geometry in XYZ format:
```
51
C17H19N2O10SScTe (wB97M-V/def2-TZVPD)
Sc 13.377 10.168 6.262
C 13.916 10.809 9.389
O 13.024 10.942 8.283
C 11.965 11.873 8.497
C 10.816 11.454 7.596
O 11.274 11.213 6.261
C 11.100 12.259 5.313
C 12.197 13.316 5.449
O 13.376 12.665 5.881
C 14.469 13.571 5.981
H 13.360 10.472 10.253
H 14.402 11.759 9.593
H 14.651 10.071 9.107
H 12.332 12.872 8.278
H 11.652 11.833 9.540
H 10.021 12.195 7.595
H 10.425 10.499 7.933
H 10.109 12.691 5.410
H 11.155 11.759 4.348
H 11.934 14.095 6.171
H 12.363 13.803 4.484
H 14.700 13.984 5.000
H 15.312 13.013 6.346
H 14.217 14.377 6.670
O 15.503 10.839 6.176
C 15.386 10.018 5.238
O 14.340 10.060 4.492
C 16.083 8.710 5.339
C 17.131 8.159 4.648
C 17.491 6.842 4.939
C 16.759 6.066 5.812
C 15.669 6.622 6.462
C 15.348 7.978 6.324
O 14.425 8.583 7.007
N 14.825 5.767 7.274
O 13.655 6.065 7.373
O 15.342 4.794 7.785
N 18.632 6.257 4.262
O 18.970 5.134 4.576
O 19.192 6.935 3.422
H 17.674 8.714 3.900
H 17.022 5.029 5.979
Te 11.670 7.919 6.084
C 9.801 8.758 5.522
C 9.447 9.398 4.370
C 8.092 9.824 4.342
C 7.421 9.486 5.475
S 8.436 8.654 6.585
H 10.151 9.540 3.554
H 7.636 10.344 3.508
H 6.382 9.679 5.717
```

Calculated values
**DFT total energy**: -2947.9512 Ha
**Charge**: 0
**F_max**: 0.043 Eh/bohr
**Energy above the lowest of the compared OMol25 structures with the same formula, charge and spin**: 63.44 kJ/mol
**Frontier orbital gap**: 6.9190 eV
**LUMO**: -0.219 eV
**2S+1**: 1

[3]
Below is C17H17Cl2N5O3RuS2 as an isolated structure, with properties calculated with wB97M-V/def2-TZVPD.

The geometry in XYZ format:
```
47
C17H17Cl2N5O3RuS2 (wB97M-V/def2-TZVPD)
Ru 0.256 1.079 0.011
C -0.786 -1.592 -0.947
N -0.922 -0.750 0.269
C -0.510 -1.381 1.547
C -0.096 -0.289 2.483
N 0.249 0.919 2.034
C 0.696 1.647 3.145
C 1.165 2.953 3.247
C 1.528 3.379 4.509
C 1.419 2.543 5.632
C 0.943 1.250 5.536
C 0.588 0.827 4.262
N 0.079 -0.390 3.796
C -0.517 -0.685 -2.107
N -0.050 0.550 -1.942
C 0.185 1.065 -3.224
C 0.677 2.300 -3.632
C 0.789 2.502 -4.992
C 0.417 1.512 -5.919
C -0.075 0.286 -5.519
C -0.177 0.092 -4.147
N -0.619 -1.003 -3.396
H -1.671 -2.211 -1.108
H 0.075 -2.248 -0.810
H -1.886 -0.428 0.343
H 0.359 -2.010 1.341
H -1.296 -2.009 1.971
H 1.243 3.603 2.387
H 1.905 4.384 4.639
H 1.714 2.925 6.599
H 0.857 0.611 6.404
H -0.102 -1.212 4.354
H 0.967 3.065 -2.923
H 1.172 3.443 -5.360
H 0.522 1.719 -6.975
H -0.358 -0.473 -6.235
H -0.944 -1.885 -3.763
O 4.437 -0.065 -0.158
S 3.191 -0.375 0.420
O 2.997 -0.399 1.827
O 2.138 -0.922 -0.396
S 2.109 2.109 -0.089
Cl -3.343 1.723 0.222
C -2.805 3.380 -0.035
Cl -1.037 3.485 -0.300
H -3.030 3.960 0.852
H -3.281 3.770 -0.927
```

Calculated values
**DFT total energy**: -2968.6389 Ha
**Charge**: +2
**F_max**: 0.011 Eh/bohr
**Energy above the lowest of the compared OMol25 structures with the same formula, charge and spin**: 0.00 kJ/mol
**Frontier orbital gap (alpha / beta)**: 8.3206 / 6.3488 eV
**LUMO (alpha / beta)**: -6.330 / -8.399 eV
**2S+1**: 5

[4]
Below is C49H75BBrN6O3PtSiTe as an isolated structure at a distorted geometry, with properties calculated with wB97M-V/def2-TZVPD.

The geometry in XYZ format:
```
138
C49H75BBrN6O3PtSiTe (wB97M-V/def2-TZVPD)
Pt 1.466 0.013 0.190
C -5.022 2.823 0.458
C -5.086 1.771 1.578
C -4.331 2.376 2.774
C -6.558 1.565 1.982
Si -4.349 0.118 0.982
Br -2.057 0.523 0.962
C -4.759 -0.308 -0.849
C -4.340 -1.744 -1.202
C -4.034 0.605 -1.851
C -6.276 -0.192 -1.089
C -4.536 -1.346 2.186
C -5.934 -1.976 2.040
C -4.366 -0.872 3.636
C -3.476 -2.439 1.960
H -5.363 3.782 0.857
H -5.665 2.585 -0.388
H -4.003 2.965 0.088
H -4.813 3.322 3.037
H -3.291 2.595 2.530
H -4.346 1.748 3.661
H -6.999 2.535 2.227
H -6.658 0.935 2.867
H -7.163 1.128 1.187
H -3.272 -1.908 -1.051
H -4.564 -1.921 -2.260
H -4.878 -2.500 -0.633
H -2.948 0.546 -1.720
H -4.310 1.654 -1.775
H -4.279 0.272 -2.866
H -6.854 -0.831 -0.421
H -6.499 -0.507 -2.113
H -6.642 0.827 -0.978
H -6.738 -1.260 2.218
H -6.044 -2.775 2.778
H -6.095 -2.422 1.059
H -5.163 -0.202 3.958
H -3.411 -0.367 3.792
H -4.396 -1.746 4.295
H -3.498 -2.873 0.963
H -3.668 -3.253 2.668
H -2.468 -2.063 2.146
C -0.111 -3.395 3.763
C 0.431 -1.982 3.723
C -0.387 -1.066 4.614
O 0.256 -1.476 2.344
B 1.404 -0.835 2.021
O 2.415 -0.918 2.922
C 1.984 -1.874 3.953
C 2.379 -1.311 5.302
C 2.735 -3.164 3.666
H -1.192 -3.376 3.637
H 0.105 -3.860 4.727
H 0.316 -4.015 2.977
H -1.429 -1.113 4.301
H -0.056 -0.029 4.541
H -0.328 -1.378 5.657
H 1.982 -0.311 5.454
H 3.466 -1.260 5.370
H 2.022 -1.956 6.107
H 2.520 -3.538 2.662
H 2.482 -3.945 4.381
H 3.807 -2.977 3.742
C 3.814 2.309 -0.640
C 4.210 1.031 0.007
N 3.425 -0.017 0.305
C 4.240 -0.985 0.888
C 5.506 -0.528 0.908
N 5.468 0.733 0.354
C 6.648 1.604 0.250
N 7.285 1.718 1.513
N 8.516 1.133 1.683
N 8.893 1.299 2.882
C 7.908 2.000 3.562
C 7.862 2.409 4.897
C 6.733 3.079 5.305
C 5.669 3.337 4.411
C 5.706 2.939 3.094
C 6.864 2.268 2.691
H 2.741 2.324 -0.806
H 4.314 2.425 -1.603
H 4.075 3.166 -0.017
H 3.847 -1.918 1.232
H 6.426 -0.966 1.255
H 6.329 2.569 -0.139
H 7.372 1.157 -0.428
H 8.682 2.201 5.570
H 6.651 3.421 6.327
H 4.797 3.862 4.779
H 4.883 3.144 2.420
C -0.061 3.260 0.265
C -0.358 2.438 -0.958
O -1.140 2.769 -1.830
N 0.380 1.252 -1.085
Te -0.289 0.402 -2.810
C -0.870 0.808 -4.767
C -0.598 2.070 -5.301
C 0.089 3.189 -4.575
C -0.988 2.245 -6.626
C -1.643 1.249 -7.340
C -2.089 1.481 -8.752
C -1.918 0.029 -6.717
C -1.561 -0.236 -5.406
C -1.888 -1.563 -4.780
C 1.056 -1.164 -2.696
C 0.785 -2.132 -1.723
C -0.564 -2.331 -1.081
C 1.777 -3.073 -1.456
C 2.975 -3.079 -2.153
C 4.012 -4.134 -1.903
C 3.201 -2.089 -3.116
C 2.270 -1.102 -3.396
C 2.590 -0.040 -4.415
H 0.538 4.116 -0.055
H 0.471 2.704 1.032
H -1.008 3.627 0.656
H 0.110 3.060 -3.492
H -0.426 4.131 -4.761
H 1.118 3.300 -4.924
H -0.782 3.196 -7.105
H -1.730 2.434 -9.136
H -3.179 1.480 -8.808
H -1.730 0.687 -9.408
H -2.448 -0.739 -7.269
H -2.747 -2.008 -5.278
H -2.148 -1.484 -3.721
H -1.049 -2.258 -4.873
H -1.236 -1.474 -1.159
H -0.474 -2.549 -0.014
H -1.065 -3.179 -1.554
H 1.584 -3.834 -0.708
H 3.701 -4.826 -1.122
H 4.961 -3.682 -1.608
H 4.199 -4.710 -2.810
H 4.146 -2.077 -3.647
H 3.667 0.079 -4.516
H 2.182 0.940 -4.152
H 2.192 -0.304 -5.397
```

Calculated values
**DFT total energy**: -5741.6584 Ha
**Charge**: +2
**F_max**: 0.034 Eh/bohr
**Frontier orbital gap (alpha / beta)**: 6.1540 / 4.1872 eV
**LUMO (alpha / beta)**: -6.610 / -8.577 eV
**2S+1**: 2